[1]
10
Properties=species:S:1:pos:R:3 method="wB97M-V/def2-TZVPD" homo_lumo_gap_ha=0.5165 charge=+1 multiplicity=1 e_lumo_ha=-0.139 relative_energy_kj_mol=1.8 total_energy_ha=-192.4862
O 0.4052 0.4037 0.5065
O -1.9700 -0.1685 0.0791
C 1.4858 -0.1356 -0.3583
H 1.2829 -1.1993 -0.4082
H 1.4513 0.3805 -1.3071
H -2.4603 0.1291 -0.7004
H 0.5483 1.2308 0.9868
H -2.5584 -0.7474 0.5966
H 2.3958 -0.0112 0.2149
H -0.5805 0.1178 0.3901


[2]
25
Properties=species:S:1:pos:R:3 method="wB97M-V/def2-TZVPD" homo_lumo_gap_ha=0.1135 charge=+2 multiplicity=1 e_lumo_ha=-0.514 relative_energy_kj_mol=471.7 total_energy_ha=-759.0373
Al -0.8246 0.2415 1.3589
O -3.6243 -0.5958 1.9328
O 0.2188 0.5692 -1.4312
O -2.4822 -2.2525 2.3995
N 2.3106 0.2372 0.7830
C -3.5934 -1.7562 2.3531
C 1.6067 0.8055 -1.5861
C -0.4571 0.2564 -2.7056
C -4.9257 -2.3952 2.8264
C 3.6637 1.6025 -0.7352
C 2.2458 1.2523 -0.3053
H 4.1467 1.8471 0.2108
H 1.8078 2.1650 0.0986
H 2.0429 -0.1345 -1.9243
H 1.7610 1.5966 -2.3199
H 2.9602 -0.4751 0.4819
H 4.2258 0.9220 -1.3749
H -0.1154 0.9688 -3.4565
H 3.6498 2.5492 -1.2752
H -4.7852 -2.8796 3.7927
H -1.5050 0.5563 -2.7133
H -5.2355 -3.2113 2.1737
H -0.2061 -0.7543 -3.0276
H -5.7599 -1.6972 2.8974
H 2.8749 0.5821 1.5464


[3]
17
Properties=species:S:1:pos:R:3 method="wB97M-V/def2-TZVPD" homo_lumo_gap_ha=0.4010 smiles=C[C@H]1C[C@]2(CO2)C1 multiplicity=1 e_lumo_ha=0.038 relative_energy_kj_mol=158.4 total_energy_ha=-309.7820
O -2.2805 1.0565 0.4903
C 0.7833 -0.4460 -0.0931
C -0.2238 -0.4846 1.0819
C -2.4124 0.0719 -0.5416
C 2.2591 -0.2936 0.1754
C 0.0332 0.7717 -0.6659
C -1.1577 0.2805 0.1590
H 2.8064 -0.2149 -0.7703
H 2.4435 0.6202 0.7510
H 2.6522 -1.1468 0.7354
H -2.3062 0.4873 -1.5441
H 0.5865 -1.3146 -0.7355
H -3.1560 -0.7090 -0.3899
H 0.4122 1.7280 -0.2916
H -0.0473 0.8282 -1.7601
H 0.0948 0.2122 1.8689
H -0.4874 -1.4469 1.5300


[4]
135
Properties=species:S:1:pos:R:3 method="wB97M-V/def2-TZVPD" homo_lumo_gap_ha=0.3902 smiles="O=S1(=O)CCCC1.CCCC#N.CCCC#N.CCCC#N.CCCC#N.CCCC#N.CCCC#N.CCCC#N.CCCC#N.CCCC#N.CCCC#N" multiplicity=1 e_lumo_ha=0.016 relative_energy_kj_mol=0.0 total_energy_ha=-2819.4200
S -4.1225 15.0668 12.6222
O -2.7043 15.2699 12.5489
O -4.6608 13.9940 13.4036
N -10.4326 19.2248 10.3635
N -13.1142 13.0492 9.8728
N -7.3507 19.8550 17.1293
N -9.5596 17.4762 19.2461
N -3.6232 23.2675 12.2773
N -8.0867 13.7372 12.3454
N -8.6303 21.2191 12.9865
N -12.0357 18.5398 15.8375
N -10.4395 15.8582 13.5078
N -14.0895 19.9609 14.0006
C -7.7146 12.9036 13.0827
C -5.8651 21.6006 20.4836
C -4.8459 16.5782 13.3339
C -6.9249 20.2708 9.8738
C -14.1428 16.2362 14.3903
C -14.0424 18.0507 8.8605
C -10.1527 18.4314 18.9717
C -10.0532 16.9564 13.5419
C -4.9878 22.1970 14.2407
C -6.4556 20.2173 20.6434
C -5.3798 16.6788 10.9296
C -4.1718 22.7361 13.1449
C -8.1488 22.2955 10.6483
C -8.7266 18.4072 15.0040
C -6.8430 21.7990 10.0132
C -10.5783 13.0896 10.4256
C -11.5689 22.2330 14.0420
C -8.4250 21.7006 11.9554
C -11.7155 20.1409 19.7679
C -11.8815 22.1677 12.5194
C -12.3624 17.5050 15.5581
C -11.5082 18.9343 10.7069
C -13.5005 20.7877 14.4829
C -4.5101 20.9609 14.9834
C -12.0276 13.0219 10.1961
C -9.3800 18.2062 13.6462
C -12.8796 22.0394 14.8517
C -7.0508 19.5804 18.2066
C -7.8686 13.1675 16.0232
C -10.8438 19.6852 18.6244
C -9.8128 14.0983 9.4684
C -5.8890 16.9840 12.3221
C -10.9542 20.4122 21.0693
C -15.3518 16.8956 14.9500
C -4.8288 15.2616 10.9705
C -12.8382 18.3370 11.1165
C -7.8514 17.2871 15.4940
C -3.2496 21.2791 15.7865
C -10.0862 15.5512 9.9118
C -13.5813 17.3529 10.1356
C -12.9336 16.1675 15.2612
C -6.7198 12.6714 15.2249
C -6.3456 19.2292 19.4564
C -7.2353 11.8761 14.0039
H -7.6436 19.9766 9.2069
H -8.4494 12.3914 16.4914
H -6.8801 17.4222 14.9910
H -6.4399 11.4470 13.3966
H -10.8953 21.4864 14.4020
H -6.0005 12.0525 15.8026
H -4.5168 17.2804 10.6497
H -3.5702 21.8343 16.6747
H -12.6075 17.9203 12.0667
H -5.2572 16.1744 14.2378
H -12.1179 15.6614 14.7058
H -11.6002 20.9687 21.7186
H -5.4025 20.7460 15.6916
H -12.5341 19.4258 19.9945
H -6.6719 18.2217 19.7084
H -6.7269 22.2167 8.9834
H -10.0341 19.0325 13.4035
H -4.0020 17.2948 13.3879
H -5.9550 20.0841 9.4331
H -14.5246 17.3445 8.1290
H -5.9974 22.0438 13.8860
H -12.6836 22.0116 15.9430
H -8.7545 13.8976 9.7247
H -15.3485 17.9236 15.1193
H -9.4925 18.4635 15.7674
H -7.1028 19.6825 10.8282
H -8.5735 13.7542 15.4766
H -11.0157 22.5073 11.9651
H -5.7154 14.5860 11.0123
H -8.9581 21.9602 10.0151
H -8.2301 19.3285 14.9847
H -8.1868 23.3922 10.6990
H -12.7472 22.8130 12.3052
H -4.3578 20.1592 14.2588
H -9.4669 15.8766 10.7435
H -9.9621 16.1815 9.0346
H -5.3143 19.0345 19.2913
H -13.7925 16.6574 13.4869
H -12.1312 21.1700 12.1116
H -6.1040 13.4964 14.8277
H -7.9978 11.1428 14.1940
H -7.4513 13.8281 16.7030
H -10.4033 13.5127 11.4339
H -11.5131 19.5011 17.8115
H -5.8145 22.0191 21.4822
H -10.6242 19.4925 21.5768
H -11.1586 15.7344 10.1923
H -10.0796 21.0272 20.7777
H -9.9681 13.9075 8.4358
H -12.9017 16.5724 9.8529
H -6.0386 18.0803 12.4182
H -8.2604 16.2569 15.2722
H -10.0765 20.4281 18.4549
H -4.8494 21.4685 20.0810
H -14.4591 15.2239 14.1423
H -12.1555 21.0913 19.4290
H -13.2126 18.4856 8.2555
H -8.6767 18.2384 12.8387
H -13.5831 22.8511 14.6836
H -6.4631 22.2966 19.8433
H -7.4971 20.2627 20.9828
H -5.0422 23.0429 14.9833
H -2.6820 20.4315 16.1824
H -14.3890 16.8453 10.6368
H -5.9600 19.7674 21.5282
H -6.1099 16.7955 10.1602
H -6.7885 16.5455 12.6102
H -14.7845 18.8411 8.9579
H -16.2094 16.6981 14.3219
H -13.0431 15.6323 16.1820
H -5.9701 21.9401 10.6752
H -10.2351 12.0624 10.2447
H -4.2062 14.9634 10.1563
H -11.1057 23.2067 14.2206
H -7.6795 17.3335 16.5426
H -15.5572 16.4854 15.9249
H -13.3471 19.2340 11.3839
H -2.5539 22.0168 15.2452